ORCA calculation (the ωB97M-V functional and the def2-TZVPD basis) on a 14-piece molecular cluster, C42H98N14O14 overall in a non-equilibrium geometry.

XYZ file:
```
168
Properties=species:S:1:pos:R:3:lowdin_charge:R:1
C -2.462 -6.159 2.005 0.003
C -1.425 -5.220 2.620 -0.593
O -0.992 -5.493 3.723 0.045
N -0.963 -4.213 1.846 0.009
C 0.074 -3.312 2.275 -0.079
H -3.140 -5.607 1.349 0.058
H -3.124 -6.371 2.844 0.080
H -1.873 -6.973 1.593 0.089
H -1.597 -3.888 1.130 0.083
H 0.024 -2.285 1.914 0.069
H 0.999 -3.772 1.932 0.077
H 0.119 -3.118 3.348 0.088
C 2.270 0.909 2.434 0.016
C 3.420 1.250 3.433 -0.514
O 4.587 1.137 3.094 0.022
N 3.073 1.794 4.609 -0.005
C 3.899 2.479 5.544 -0.085
H 1.666 0.188 2.990 0.077
H 2.812 0.412 1.636 0.035
H 1.574 1.701 2.164 0.069
H 2.077 1.706 4.820 0.067
H 4.449 3.326 5.128 0.084
H 4.568 1.718 5.955 0.085
H 3.325 2.919 6.359 0.082
C -1.497 3.178 -2.649 0.005
C -0.275 3.808 -3.198 -0.569
O 0.362 4.645 -2.565 0.049
N 0.040 3.460 -4.463 -0.007
C 1.251 3.941 -5.097 -0.070
H -2.340 2.947 -3.298 0.068
H -1.870 3.746 -1.801 0.088
H -1.094 2.242 -2.248 0.070
H -0.619 2.972 -5.044 0.125
H 1.485 4.960 -4.801 0.088
H 1.129 3.993 -6.179 0.080
H 1.981 3.177 -4.826 0.079
C 1.555 4.658 3.694 0.006
C 1.049 5.874 2.982 -0.530
O 1.472 6.996 3.163 0.026
N -0.042 5.790 2.119 0.016
C -0.797 4.567 1.896 -0.100
H 1.528 4.811 4.772 0.096
H 2.612 4.544 3.451 0.091
H 1.000 3.762 3.426 0.044
H -0.382 6.661 1.753 0.128
H -1.611 4.823 1.214 0.081
H -1.279 4.147 2.781 0.068
H -0.299 3.743 1.381 0.061
C 4.877 -1.673 1.044 0.015
C 3.514 -1.915 0.436 -0.555
O 2.600 -2.118 1.210 0.020
N 3.495 -2.201 -0.878 0.024
C 2.322 -2.622 -1.629 -0.073
H 4.887 -0.610 1.283 0.039
H 5.647 -2.088 0.393 0.077
H 4.961 -2.197 1.994 0.095
H 4.287 -2.131 -1.511 0.063
H 1.665 -3.205 -0.981 0.081
H 2.534 -3.322 -2.437 0.085
H 2.011 -1.668 -2.058 0.052
C -0.096 -0.636 -3.854 0.011
C 0.699 -1.416 -4.903 -0.523
O 1.256 -2.493 -4.671 0.010
N 0.932 -0.887 -6.120 -0.009
C 1.604 -1.532 -7.207 -0.079
H 0.416 0.294 -3.598 0.065
H -0.212 -1.230 -2.952 0.059
H -1.054 -0.310 -4.263 0.081
H 0.501 -0.001 -6.335 0.130
H 2.687 -1.389 -7.162 0.080
H 1.422 -0.973 -8.127 0.086
H 1.296 -2.568 -7.322 0.093
C -4.532 -3.025 -2.802 0.012
C -3.411 -3.585 -1.914 -0.511
O -3.508 -3.552 -0.673 -0.017
N -2.307 -4.066 -2.537 0.020
C -1.176 -4.501 -1.759 -0.050
H -5.233 -3.807 -3.092 0.087
H -4.103 -2.462 -3.629 0.075
H -5.091 -2.332 -2.174 0.068
H -2.369 -4.233 -3.528 0.142
H -1.321 -5.583 -1.752 0.101
H -1.172 -4.066 -0.766 0.047
H -0.196 -4.227 -2.150 0.076
C 8.359 3.332 -2.084 -0.010
C 7.859 2.342 -1.056 -0.570
O 8.635 1.664 -0.383 0.028
N 6.508 2.223 -0.959 0.021
C 6.002 1.190 -0.021 -0.055
H 7.558 3.820 -2.642 0.068
H 9.083 2.820 -2.716 0.081
H 8.879 4.186 -1.648 0.084
H 5.990 2.687 -1.684 0.117
H 6.083 1.377 1.047 0.081
H 6.622 0.326 -0.259 0.074
H 4.970 0.958 -0.280 0.068
C -5.487 3.072 -5.257 -0.012
C -5.052 3.415 -3.869 -0.579
O -4.643 4.541 -3.598 0.040
N -4.962 2.376 -3.021 0.010
C -4.603 2.513 -1.609 -0.066
H -4.774 2.520 -5.872 0.081
H -5.727 3.977 -5.810 0.087
H -6.334 2.384 -5.177 0.078
H -5.383 1.509 -3.310 0.129
H -4.116 3.420 -1.269 0.086
H -4.025 1.635 -1.320 0.066
H -5.512 2.436 -1.006 0.076
C -6.779 -3.381 1.378 0.007
C -6.343 -2.001 1.705 -0.564
O -6.843 -1.461 2.710 0.000
N -5.475 -1.338 0.946 0.042
C -5.178 0.066 1.201 -0.048
H -6.158 -3.722 0.544 0.066
H -7.794 -3.289 0.987 0.092
H -6.797 -4.096 2.194 0.085
H -4.930 -1.874 0.284 0.095
H -5.674 0.525 2.051 0.093
H -5.531 0.639 0.342 0.057
H -4.126 0.329 1.330 0.069
C -1.599 1.186 3.567 0.016
C -0.772 1.106 4.802 -0.508
O 0.387 1.535 4.804 -0.001
N -1.463 0.677 5.867 0.036
C -1.054 0.551 7.265 -0.049
H -2.093 2.156 3.552 0.092
H -2.332 0.384 3.482 0.057
H -0.886 1.092 2.749 0.061
H -2.337 0.210 5.657 0.081
H -0.910 -0.490 7.557 0.080
H -1.849 0.900 7.926 0.080
H -0.176 1.150 7.493 0.081
C -1.597 -0.736 -0.288 0.010
C -0.673 0.456 -0.142 -0.559
O -1.059 1.498 0.370 0.019
N 0.554 0.316 -0.635 0.033
C 1.592 1.296 -0.932 -0.029
H -1.164 -1.730 -0.391 0.061
H -2.385 -0.491 -1.004 0.082
H -2.215 -0.854 0.608 0.063
H 0.903 -0.630 -0.707 0.093
H 1.970 1.121 -1.942 0.069
H 2.415 1.191 -0.229 0.059
H 1.060 2.247 -0.966 0.086
C 7.900 -1.154 -3.226 0.027
C 6.401 -1.341 -3.061 -0.551
O 5.903 -2.084 -2.241 0.034
N 5.648 -0.762 -4.010 0.020
C 4.176 -1.005 -4.055 -0.033
H 8.100 -1.247 -4.290 0.085
H 8.418 -1.783 -2.508 0.094
H 8.060 -0.140 -2.845 0.075
H 6.089 -0.106 -4.632 0.130
H 3.958 -2.063 -4.188 0.086
H 3.860 -0.402 -4.903 0.082
H 3.784 -0.749 -3.072 0.060
C -6.022 -1.616 6.048 -0.003
C -4.756 -1.524 5.282 -0.547
O -4.217 -0.409 5.273 0.008
N -4.377 -2.555 4.516 0.036
C -3.213 -2.532 3.637 -0.042
H -6.319 -0.709 6.562 0.089
H -5.955 -2.481 6.712 0.086
H -6.778 -1.793 5.276 0.076
H -4.962 -3.372 4.489 0.138
H -3.290 -3.392 2.973 0.071
H -2.312 -2.563 4.245 0.098
H -3.265 -1.721 2.907 0.067
```

- Lowest unoccupied orbital energy: -0.620 eV
- Charge: 0
- DFT total energy: -94674.365 eV
- Energy relative to the best compared isomer or geometry (same formula, charge and spin): 3.4646 eV
- Max |F|: 3.76 eV/A
- Orbital gap: 7.858 eV